Record 1
C5H8O | ωB97M-V/def2-TZVPD

For the energy above the lowest of the compared OMol25 structures with the same formula, charge and spin, the calculation gives 106.7 kcal per mole. The orbital gap is 9.439 eV. The HOMO energy is -9.06 eV. Its max |F| is 0.416 eV/Å. The SMILES is C=C=C=CCO.[H][H].

Positions of all 14 atoms, in Å:
C1 -0.659 -1.884 -1.599
C2 -1.109 -0.938 -0.804
C3 -1.092 0.158 -0.158
C4 -0.453 1.224 0.287
C5 0.421 1.179 1.514
O1 0.713 -0.115 1.969
H1 -0.082 -2.715 -1.201
H2 -0.791 -1.818 -2.675
H3 -0.523 2.167 -0.253
H4 1.382 1.653 1.276
H5 -0.052 1.794 2.295
H6 -0.076 -0.661 1.845
H7 1.133 -0.338 -1.444
H8 1.188 0.296 -1.051

Atomic partial charges in e from the Mulliken method, atoms 1 to 8:
1 C -0.942
2 C 0.402
3 C -0.249
4 C -0.298
5 C -0.273
6 O -0.479
7 H 0.292
8 H 0.288

***

Record 2
C18H26O3 | ωB97M-V/def2-TZVPD

For the energy above the lowest of the compared OMol25 structures with the same formula, charge and spin, the calculation gives 2.3 kcal per mole. The orbital gap is 9.023 eV. The HOMO energy is -8.37 eV. Its max |F| is 2.359 eV/Å. The SMILES is C/C=C\c1c(C)ccc(C)c1OCCCC(C)(C)C(=O)O.

Positions of all 47 atoms, in Å:
C1 -1.452 -1.297 -1.697
C2 -0.468 -0.168 -2.027
C3 0.871 -0.155 -1.686
C4 1.631 -1.172 -0.894
C5 2.824 -1.684 -1.413
C6 3.295 -1.268 -2.786
C7 3.586 -2.637 -0.710
C8 3.107 -3.083 0.532
C9 1.946 -2.550 1.089
C10 1.483 -2.931 2.480
C11 1.241 -1.564 0.375
O1 0.144 -1.011 0.904
C12 0.356 0.016 1.904
C13 -0.307 1.301 1.420
C14 -0.413 2.315 2.548
C15 -0.677 3.772 2.033
C16 0.616 4.257 1.333
C17 -0.969 4.679 3.218
C18 -1.922 3.832 1.106
O2 -2.958 3.301 1.470
O3 -1.785 4.426 -0.101
H1 -0.953 -2.149 -1.242
H2 -2.185 -0.975 -0.962
H3 -1.974 -1.583 -2.621
H4 -0.900 0.637 -2.626
H5 1.499 0.599 -2.132
H6 3.670 -0.232 -2.830
H7 4.087 -1.929 -3.142
H8 2.470 -1.345 -3.504
H9 4.528 -2.969 -1.120
H10 3.633 -3.864 1.080
H11 0.406 -3.044 2.487
H12 1.914 -3.867 2.822
H13 1.738 -2.139 3.202
H14 -0.087 -0.282 2.857
H15 1.441 0.203 2.054
H16 0.352 1.686 0.630
H17 -1.307 1.088 1.015
H18 0.518 2.357 3.124
H19 -1.212 1.984 3.219
H20 1.476 4.051 1.937
H21 0.596 5.343 1.159
H22 0.776 3.755 0.378
H23 -1.948 4.537 3.670
H24 -0.980 5.688 2.883
H25 -0.200 4.579 3.998
H26 -2.635 4.364 -0.562

Atomic partial charges in e from the Mulliken method, atoms 1 to 8:
1 C -1.130
2 C -0.180
3 C -1.031
4 C 0.967
5 C 1.179
6 C -1.698
7 C -1.073
8 C -0.681

***

Record 3
C38H52F4HfN5OS | ωB97M-V/def2-TZVPD

Its charge is +3. For the energy above the lowest of the compared OMol25 structures with the same formula, charge and spin, the calculation gives 3.9 kcal per mole. The orbital gap is 7.006 eV. The HOMO energy is -16.03 eV. Its max |F| is 1.280 eV/Å.

Positions of all 102 atoms, in Å:
Hf1 -0.643 1.132 0.365
C1 -2.492 -1.578 0.211
N1 -2.212 -0.436 1.112
C2 -2.026 -0.998 2.472
C3 -3.400 0.464 1.133
C4 -3.117 1.708 1.976
N2 -1.736 2.169 1.742
C5 -1.224 3.166 2.569
C6 0.144 3.428 2.499
F1 0.855 2.625 1.609
C7 0.812 4.385 3.229
F2 2.120 4.521 3.059
C8 0.107 5.170 4.117
C9 -1.256 4.952 4.221
F3 -1.974 5.688 5.044
C10 -1.914 3.982 3.475
F4 -3.236 3.867 3.619
H1 -3.359 -2.137 0.575
H2 -1.641 -2.257 0.193
H3 -2.712 -1.229 -0.793
H4 -2.937 -1.516 2.781
H5 -1.814 -0.215 3.197
H6 -1.211 -1.720 2.473
H7 -4.264 -0.058 1.552
H8 -3.643 0.717 0.101
H9 -3.267 1.480 3.031
H10 -3.851 2.476 1.726
H11 0.594 5.931 4.712
O1 -2.081 1.804 -1.335
C11 -2.905 3.019 -1.328
C12 -2.101 4.239 -1.724
C13 -0.848 4.393 -0.844
C14 0.369 3.692 -1.387
C15 1.178 4.370 -2.289
C16 2.344 3.791 -2.754
C17 2.695 2.537 -2.272
C18 1.843 1.909 -1.396
N3 0.672 2.439 -0.976
H12 -2.343 1.336 -2.158
H13 -3.290 3.141 -0.317
H14 -3.743 2.862 -2.006
H15 -2.750 5.105 -1.586
H16 -1.827 4.205 -2.780
H17 -1.072 4.041 0.164
H18 -0.598 5.450 -0.766
H19 0.898 5.368 -2.600
H20 2.978 4.318 -3.455
H21 3.621 2.064 -2.566
H22 2.118 0.945 -0.986
C19 3.650 -4.070 2.888
C20 2.911 -3.075 3.787
C21 3.924 -2.386 4.720
C22 1.863 -3.830 4.634
C23 2.166 -2.034 2.989
C24 1.658 -0.876 3.594
C25 0.950 0.036 2.855
N4 0.722 -0.101 1.531
C26 1.218 -1.205 0.920
C27 1.907 -2.175 1.621
C28 0.993 -1.296 -0.543
C29 1.775 -2.111 -1.342
C30 1.575 -2.176 -2.723
C31 0.526 -1.394 -3.224
C32 -0.198 -0.588 -2.382
N5 0.019 -0.503 -1.055
C33 2.450 -2.992 -3.645
C34 3.247 -1.983 -4.501
C35 1.575 -3.867 -4.557
C36 3.427 -3.885 -2.880
H23 4.216 -4.761 3.511
H24 4.361 -3.562 2.232
H25 2.966 -4.674 2.288
H26 4.549 -3.143 5.192
H27 3.436 -1.830 5.520
H28 4.577 -1.711 4.165
H29 2.375 -4.561 5.260
H30 1.152 -4.365 4.002
H31 1.314 -3.151 5.289
H32 1.812 -0.686 4.646
H33 0.540 0.918 3.332
H34 2.248 -3.061 1.107
H35 2.568 -2.691 -0.897
H36 0.287 -1.401 -4.278
H37 -0.992 0.022 -2.790
H38 2.590 -1.369 -5.118
H39 3.918 -2.530 -5.163
H40 3.853 -1.328 -3.870
H41 0.922 -3.277 -5.200
H42 0.962 -4.555 -3.972
H43 2.218 -4.460 -5.207
H44 4.135 -3.303 -2.285
H45 4.011 -4.465 -3.593
H46 2.904 -4.594 -2.233
C37 -5.718 0.094 -3.082
S1 -3.946 -0.235 -2.919
C38 -3.841 -1.786 -3.849
H47 -6.276 -0.696 -2.585
H48 -5.977 0.137 -4.137
H49 -5.936 1.051 -2.614
H50 -4.118 -1.603 -4.884
H51 -4.514 -2.511 -3.398
H52 -2.816 -2.148 -3.797

Atomic partial charges in e from the Mulliken method, atoms 1 to 8:
1 Hf 0.806
2 C -1.322
3 N 0.012
4 C -1.296
5 C -0.505
6 C -1.547
7 N 1.212
8 C 0.453